Computed, not measured: the molecule C5H8N2, with wB97M-V/def2-TZVPD.

Each atom is followed by the atoms it is bonded to, with distances in Å.
Geometry (Å):
1 C -0.4746 1.8244 1.3235  N2 1.442, H8 1.093, H9 1.093, H10 1.097
2 N -0.1245 0.8441 0.3253  C1 1.442, C3 1.360, C7 1.386
3 C 1.1550 0.6633 -0.0999  N2 1.360, C4 1.383, H11 1.088
4 C 1.2396 -0.6006 -0.6550  C3 1.383, C5 1.412, H12 1.068
5 C -0.0672 -1.1344 -0.6662  C4 1.412, N6 1.412, C7 1.365
6 N -0.3376 -2.3707 -1.2924  C5 1.412, H13 1.020, H14 1.012
7 C -0.8699 -0.2909 0.0460  N2 1.386, C5 1.365, H15 1.079
8 H -0.0435 2.7913 1.0533  C1 1.093
9 H -1.5612 1.9151 1.3908  C1 1.093
10 H -0.0784 1.5120 2.2982  C1 1.097
11 H 1.8737 1.4707 0.0223  C3 1.088
12 H 1.8911 -1.3914 -0.3549  C4 1.068
13 H 0.4054 -2.5722 -1.9611  N6 1.020
14 H -1.1837 -2.2620 -1.8363  N6 1.012
15 H -1.8634 -0.4278 0.4447  C7 1.079

Properties
**SMILES**: Cn1ccc(N)c1
**DFT total energy**: -304.77761 Ha
**LUMO**: 0.03749 hartree
**Multiplicity**: 1
**E_HOMO**: -7.640 eV
**Frontier orbital gap**: 0.3182 Eh
**Maximum force**: 0.04102 hartree/bohr
**Relative energy (zero: lowest compared OMol25 entry of this formula, charge and spin)**: 152.0 kJ/mol

Which charges does natural (NBO) predict for the atoms? In e, they are: -0.395, -0.330, -0.019, -0.409, 0.111, -0.809, -0.152, 0.209, 0.210, 0.197, 0.208, 0.232, 0.370, 0.368, 0.209